Entry 1:
{"formula": "C5H11NO3S", "method": "ωB97M-V/def2-TZVPD", "total_charge": 0, "orbital_gap_ev": 10.72, "e_above_lowest_kcal_mol": 37.4, "e_tot_ha": -875.71535, "symbols": ["C", "C", "C", "C", "C", "N", "O", "O", "O", "S", "H", "H", "H", "H", "H", "H", "H", "H", "H", "H", "H"], "positions_angstrom": [[-0.559700, -0.802746, 0.008870], [-0.636775, 0.708799, 0.117067], [-0.648534, 1.245573, -1.344163], [-1.776564, 1.361885, 0.892165], [1.351962, -2.285031, 0.147379], [0.886820, -0.984819, -0.319907], [2.760626, -0.041659, 1.206854], [2.317022, 1.041572, -0.883168], [0.499668, 1.061621, 0.917031], [1.768782, 0.341047, 0.237780], [-1.005902, -1.194181, 0.862154], [-1.258358, -1.256231, -0.822854], [-0.662019, 2.281838, -1.304795], [-1.589433, 0.979841, -1.842003], [0.290393, 1.015319, -1.824384], [-1.837162, 2.357571, 0.442032], [-1.526792, 1.230170, 1.953582], [-2.773295, 0.896208, 0.871198], [2.418389, -2.308475, 0.195489], [0.860335, -2.483281, 1.044040], [1.120534, -3.165016, -0.554371]], "forces_ev_per_angstrom": [[-0.4, 0.7, -3.3], [-2.4, 0.1, -1.6], [0.3, -0.6, 1.1], [-0.3, -1.0, 0.2], [0.3, -1.2, -2.5], [-1.3, -0.8, 0.7], [-1.3, 0.2, 0.2], [-0.9, 0.3, 0.2], [1.7, 0.2, -0.9], [1.6, -0.9, 0.1], [0.4, -1.4, 2.3], [1.6, 1.2, 1.1], [0.0, 2.2, 0.1], [0.5, -0.5, 0.0], [-0.3, -0.5, -0.7], [-0.2, 0.1, 1.1], [0.1, 1.0, -0.2], [0.3, -0.1, -0.8], [0.7, 0.1, 0.5], [-0.3, -0.6, 1.9], [-0.1, 1.6, 0.5]], "lowdin_charge": [-0.1338, -0.5802, -0.0188, -0.0024, -0.0921, -0.2218, -0.2538, -0.2497, -0.1525, 0.6586, 0.0986, 0.1739, 0.0587, 0.1081, 0.0665, 0.0911, 0.0989, 0.0950, 0.0745, 0.0617, 0.1195]}

=====

Entry 2:
{"formula": "C5H11NO4S", "method": "ωB97M-V/def2-TZVPD", "total_charge": 0, "orbital_gap_ev": 10.21, "e_above_lowest_kcal_mol": 91.4, "e_tot_ha": -950.91598, "symbols": ["C", "C", "C", "C", "C", "N", "O", "O", "O", "O", "S", "H", "H", "H", "H", "H", "H", "H", "H", "H", "H", "H"], "positions_angstrom": [[0.688041, -0.213777, -0.481396], [0.241415, 1.135624, 0.410608], [-1.892168, 2.356305, -0.078585], [1.771874, -0.869977, 0.269918], [-1.054149, 1.479989, 0.870281], [1.278547, 1.834017, 0.613179], [-1.382847, -2.756165, -2.554669], [0.159424, -3.740096, -0.787753], [-0.257323, -1.181661, -0.934391], [1.231821, -2.047079, 0.854817], [-0.056401, -2.629250, -1.945260], [1.031999, 0.110742, -1.439076], [-2.901170, 2.041675, 0.072181], [-1.586399, 2.278755, -1.081565], [-1.669320, 3.442282, 0.139576], [2.155334, -0.212139, 1.069139], [2.501008, -1.182195, -0.429928], [-1.560770, 0.526104, 0.991319], [-1.083650, 1.941483, 1.828704], [0.662322, -3.159541, -0.130697], [1.123626, 2.597578, 1.250026], [0.598786, -1.752674, 1.493574]], "forces_ev_per_angstrom": [[-1.3, 1.5, -1.0], [3.1, -1.0, -1.8], [1.2, 1.3, 1.3], [0.2, -0.2, 1.4], [-2.8, -1.0, -0.2], [0.4, -0.8, -0.2], [1.8, -0.1, 1.4], [-0.4, 1.4, -0.5], [-1.9, -0.8, 0.6], [1.1, -0.7, 0.4], [-1.1, 1.1, -0.6], [0.9, 1.4, -0.2], [-0.8, 0.5, -0.2], [0.1, -0.6, -1.4], [-0.7, -1.1, 0.1], [0.3, -0.4, -0.7], [1.2, -0.4, -0.3], [-0.5, -0.2, 0.1], [0.5, 0.4, 0.9], [-0.1, -0.6, 0.4], [-0.3, 0.6, 0.1], [-0.8, -0.1, 0.7]], "lowdin_charge": [-0.2717, -0.2980, -0.0566, -0.1898, -0.2206, 0.1523, -0.4027, -0.2873, -0.3407, -0.0623, 0.9600, 0.1310, 0.0676, 0.0571, 0.0995, 0.1255, 0.1239, 0.1144, 0.1093, 0.0162, 0.0639, 0.1090]}

=====

Number 1: HOMO energy -10.065 eV. Number 2: HOMO energy -9.731 eV.